The following is a DFT calculation (the ωB97M-V functional and the def2-TZVPD basis) of a molecular structure, C2H2O4S at a distorted geometry.

- HOMO energy: -10.57 eV
- Orbital gap: 9.9 eV
- E_LUMO: -0.67 eV

Element x y z (Å)
1 C 0.50 -0.99 1.00
2 C -0.19 0.32 0.55
3 O 0.27 -1.58 2.00
4 O -0.14 0.06 -2.66
5 O 0.67 1.11 -0.26
6 O -1.26 0.16 -0.43
7 S -0.48 0.98 -1.65
8 H 1.17 -1.20 0.19
9 H -0.54 1.13 1.25


The following is a DFT calculation (the ωB97M-V functional and the def2-TZVPD basis) of a single C2H2O4S molecule at a distorted geometry.

- HOMO energy (spin up / spin down): -10.64 / -8.82 eV
- Orbital gap (spin up / spin down): 8.9 / 6.5 eV
- E_LUMO (spin up / spin down): -1.79 / -2.32 eV

Element x y z (Å)
1 C 1.17 0.44 0.01
2 C 0.24 -0.61 -0.09
3 O -2.34 0.32 -0.11
4 O -1.87 -2.12 -0.04
5 O 1.21 1.71 -0.01
6 O 0.19 2.54 0.06
7 S -1.45 -0.76 0.14
8 H 2.20 0.08 0.01
9 H 0.65 -1.59 0.04


In order of appearance, energy relative to the best compared isomer or geometry (same formula, charge and spin) = 126.5, 582.6 kJ/mol.
In order of appearance, E_tot = -776.4731, -776.2993 a.u..
In order of appearance, molecular weight = 122.10, 122.10 g mol⁻¹.